The following is a DFT calculation (ωB97M-V/def2-TZVPD) of a structure of composition C28H41N3O2PtSb in a non-equilibrium geometry.

```
76
C28H41N3O2PtSb, DFT ωB97M-V/def2-TZVPD
Pt -0.0903 -1.2774 0.0907
N -0.3326 -1.7189 3.1251
C -1.8203 -1.7795 3.3725
C -2.5158 -0.5814 2.7081
C -3.0438 -0.7692 1.2776
N -2.0306 -0.4379 0.2206
C -3.6236 -2.1533 1.0347
C -2.6515 -3.2512 1.4292
N -1.4444 -3.1707 0.5652
C -2.3459 -3.1432 2.9242
H 0.1107 -0.9473 3.6259
H -0.1841 -1.5976 2.0764
H 0.1146 -2.5844 3.4341
H -1.9411 -1.6912 4.4513
H -1.8613 0.2958 2.7464
H -3.3775 -0.3322 3.3283
H -3.8488 -0.0425 1.1481
H -1.9239 0.5725 0.2163
H -2.4293 -0.6789 -0.6881
H -3.9243 -2.2583 -0.0121
H -4.5338 -2.2588 1.6266
H -3.1302 -4.2181 1.2603
H -1.7269 -3.3180 -0.4019
H -0.8155 -3.9484 0.7465
H -1.6635 -3.9353 3.2488
H -3.2812 -3.3311 3.4534
C 3.2033 -0.9540 -0.1461
O 2.0957 -1.8552 0.0220
C 2.4854 -3.1611 -0.4652
C 1.3259 -4.1183 -0.4023
O 0.2438 -3.6883 -1.2132
C 0.3878 -4.0312 -2.6003
H 4.0329 -1.2883 0.4781
H 2.9034 0.0352 0.1647
H 3.5203 -0.9357 -1.1894
H 3.3151 -3.5275 0.1438
H 2.8326 -3.0566 -1.4958
H 0.9552 -4.1812 0.6262
H 1.6695 -5.1114 -0.7038
H 0.6105 -5.0943 -2.7031
H 1.1742 -3.4453 -3.0786
H -0.5612 -3.8163 -3.0831
C -2.6272 5.0983 1.0726
C -1.3059 5.1347 1.4960
C -0.4418 4.0956 1.1778
C -0.9093 3.0382 0.4005
C -2.2401 2.9899 -0.0201
C -3.0923 4.0316 0.3126
Sb 0.5529 1.5871 -0.1067
C 0.4046 1.1694 -2.1874
C 1.5877 1.0197 -2.9076
C 1.5329 0.7709 -4.2734
C 0.3065 0.6617 -4.9142
C -0.8722 0.8119 -4.1953
C -0.8278 1.0613 -2.8307
C 2.3854 2.6378 0.0645
C 2.6359 3.5642 -0.9430
C 3.7893 4.3329 -0.8627
C 4.6665 4.1710 0.2017
C 4.3982 3.2469 1.2036
C 3.2487 2.4718 1.1420
H -3.2987 5.9047 1.3346
H -0.9401 5.9704 2.0769
H 0.5854 4.1307 1.5193
H -2.6186 2.2011 -0.6591
H -4.1165 4.0202 -0.0358
H 2.5517 1.1219 -2.4242
H 2.4513 0.6777 -4.8379
H 0.2683 0.4665 -5.9773
H -1.8271 0.7546 -4.7009
H -1.7594 1.2168 -2.2991
H 1.9529 3.6974 -1.7737
H 3.9958 5.0599 -1.6367
H 5.5640 4.7726 0.2519
H 5.0801 3.1342 2.0356
H 3.0390 1.7626 1.9340
```

## Properties
Kohn-Sham gap (alpha / beta) (eV): 6.376 / 6.377
Total charge: +3
Calculated total energy (a.u.): -1764.835885
LUMO level (alpha / beta) (Eh): -0.3754 / -0.3754

Löwdin analysis output, partial charges in e: atom 1 (Pt): 0.8747, atom 2 (N): 0.1898, atom 3 (C): -0.2493, atom 4 (C): -0.0646, atom 5 (C): -0.2969, atom 6 (N): -0.0488, atom 7 (C): -0.0877, atom 8 (C): -0.3113, atom 9 (N): 0.0099, atom 10 (C): -0.0743, atom 11 (H): 0.1720, atom 12 (H): 0.0359, atom 13 (H): 0.1677, atom 14 (H): 0.1639, atom 15 (H): 0.1276, atom 16 (H): 0.1479, atom 17 (H): 0.1616, atom 18 (H): -0.0019, atom 19 (H): 0.1147, atom 20 (H): 0.1386, atom 21 (H): 0.1509, atom 22 (H): 0.1659, atom 23 (H): 0.1043, atom 24 (H): 0.0800, atom 25 (H): 0.1363, atom 26 (H): 0.1498, atom 27 (C): -0.0540, atom 28 (O): -0.3534, atom 29 (C): -0.1490, atom 30 (C): -0.1915, atom 31 (O): -0.3051, atom 32 (C): -0.0273, atom 33 (H): 0.1192, atom 34 (H): 0.0193, atom 35 (H): 0.1106, atom 36 (H): 0.1528, atom 37 (H): 0.1389, atom 38 (H): 0.1142, atom 39 (H): 0.1528, atom 40 (H): 0.1096, atom 41 (H): 0.0968, atom 42 (H): 0.1015, atom 43 (C): -0.0251, atom 44 (C): -0.0328, atom 45 (C): -0.1123, atom 46 (C): -0.3649, atom 47 (C): -0.1399, atom 48 (C): -0.0444, atom 49 (Sb): 1.6138, atom 50 (C): -0.3986, atom 51 (C): -0.1368, atom 52 (C): -0.0447, atom 53 (C): -0.0395, atom 54 (C): -0.0527, atom 55 (C): -0.1388, atom 56 (C): -0.4028, atom 57 (C): -0.1121, atom 58 (C): -0.0326, atom 59 (C): -0.0270, atom 60 (C): -0.0453, atom 61 (C): -0.1394, atom 62 (H): 0.1281, atom 63 (H): 0.1271, atom 64 (H): 0.1002, atom 65 (H): 0.0768, atom 66 (H): 0.1236, atom 67 (H): 0.0939, atom 68 (H): 0.1227, atom 69 (H): 0.1244, atom 70 (H): 0.1208, atom 71 (H): 0.0735, atom 72 (H): 0.1137, atom 73 (H): 0.1266, atom 74 (H): 0.1269, atom 75 (H): 0.1227, atom 76 (H): 0.1023



The following is a DFT calculation (ωB97M-V/def2-TZVPD) of the molecule C5H10O in a non-equilibrium geometry.

```
16
C5H10O, DFT ωB97M-V/def2-TZVPD
O 0.1052 -1.9479 1.4770
C -0.5726 -0.7360 1.8446
C -0.8448 0.2717 0.6845
C 0.2133 0.1160 -0.4330
C 1.0398 1.1545 -1.1599
C 0.1247 0.2434 -1.9384
H 0.5551 -1.7685 0.6549
H 0.0152 -0.2514 2.6505
H -1.5431 -1.0289 2.2811
H -0.8157 1.2763 1.1441
H -1.8625 0.1479 0.2684
H 0.8240 -0.7383 -0.2266
H 0.7947 2.2174 -1.1259
H 2.1062 0.9479 -1.1894
H -0.7350 0.6716 -2.4506
H 0.5953 -0.5757 -2.4816
```

## Properties
Kohn-Sham gap (eV): 11.106
Calculated total energy (a.u.): -271.683209
SMILES: OCCC1CC1
LUMO level (Eh): 0.0401

Löwdin analysis output, partial charges in e: atom 1 (O): -0.0843, atom 2 (C): -0.2398, atom 3 (C): -0.1200, atom 4 (C): -0.2842, atom 5 (C): -0.1170, atom 6 (C): -0.1170, atom 7 (H): 0.0283, atom 8 (H): 0.1127, atom 9 (H): 0.1124, atom 10 (H): 0.1120, atom 11 (H): 0.1122, atom 12 (H): 0.0898, atom 13 (H): 0.1020, atom 14 (H): 0.0951, atom 15 (H): 0.1004, atom 16 (H): 0.0974



The following is a DFT calculation (ωB97M-V/def2-TZVPD) of the ion C20H26N3O5 with charge +1 in a non-equilibrium geometry.

```
54
C20H26N3O5, DFT ωB97M-V/def2-TZVPD
C -0.1656 -2.8535 -7.6136
H 0.3787 -1.9219 -7.7962
O -1.1173 -2.7019 -6.5853
C -0.6958 -2.3627 -5.3460
C 0.6302 -2.1474 -4.9764
C 0.9408 -1.8091 -3.6736
C -0.0506 -1.6631 -2.7073
C -1.3767 -1.8762 -3.0811
C -1.6915 -2.2243 -4.3759
H -2.7158 -2.3873 -4.6692
H -2.1766 -1.7587 -2.3673
N 0.3300 -1.3529 -1.3861
C -0.6009 -1.5781 -0.3061
H -1.1596 -2.4944 -0.4967
C 0.2004 -1.7594 0.9821
N 0.9985 -0.5425 1.2589
C 1.7491 -0.6160 2.5280
H 2.3747 -1.5125 2.5058
H 2.3895 0.2650 2.5942
C 0.8733 -0.6476 3.8025
O 0.1758 -1.8575 3.9516
H 0.6952 -2.5023 4.4431
H 1.5611 -0.4847 4.6420
C -0.1780 0.4749 3.7978
H -0.5064 0.6711 4.8230
O 0.3953 1.6282 3.2039
C -0.3123 2.7999 3.3485
C -0.4076 3.4427 4.5745
C -1.0253 4.6783 4.6748
C -1.5431 5.3030 3.5485
C -1.4562 4.6817 2.3205
C -0.8617 3.4243 2.2173
N -0.8416 2.7978 0.9398
O -0.9464 3.4796 -0.0517
O -0.7374 1.5672 0.8950
H -1.8551 5.1378 1.4270
H -2.0121 6.2700 3.6308
H -1.0905 5.1611 5.6372
H 0.0251 2.9773 5.4467
H -1.0526 0.1452 3.2200
C 1.9013 -0.2813 0.1125
C 1.0773 -0.1358 -1.1656
H 1.7428 0.0486 -2.0077
H 0.4056 0.7315 -1.0636
H 2.5910 -1.1228 0.0173
H 2.4667 0.6322 0.3021
H 0.3373 0.2662 1.2993
H -0.4620 -1.9544 1.8252
H 0.8911 -2.5979 0.8663
H -1.3091 -0.7446 -0.1795
H 1.9774 -1.6703 -3.4050
H 1.4298 -2.2499 -5.6920
H -0.7346 -3.1177 -8.5029
H 0.5444 -3.6548 -7.3876
```

## Properties
Kohn-Sham gap (eV): 6.138
Total charge: +1
Calculated total energy (a.u.): -1317.841983
SMILES: COc1ccc(N2CC[NH+](C[C@H](O)COc3ccccc3[N+](=O)[O-])CC2)cc1
LUMO level (Eh): -0.1385

Löwdin analysis output, partial charges in e: atom 1 (C): -0.0793, atom 2 (H): 0.0970, atom 3 (O): -0.0777, atom 4 (C): -0.2806, atom 5 (C): -0.0104, atom 6 (C): -0.0210, atom 7 (C): -0.2386, atom 8 (C): -0.0183, atom 9 (C): 0.0086, atom 10 (H): 0.1228, atom 11 (H): 0.1066, atom 12 (N): -0.1113, atom 13 (C): -0.1405, atom 14 (H): 0.1386, atom 15 (C): -0.0725, atom 16 (N): -0.0936, atom 17 (C): -0.0570, atom 18 (H): 0.1509, atom 19 (H): 0.1418, atom 20 (C): -0.3137, atom 21 (O): -0.0110, atom 22 (H): 0.1204, atom 23 (H): 0.1634, atom 24 (C): -0.1095, atom 25 (H): 0.1412, atom 26 (O): -0.0678, atom 27 (C): -0.1813, atom 28 (C): 0.0173, atom 29 (C): -0.0322, atom 30 (C): -0.0434, atom 31 (C): 0.0273, atom 32 (C): -0.0716, atom 33 (N): -0.2900, atom 34 (O): 0.1434, atom 35 (O): 0.0223, atom 36 (H): 0.1295, atom 37 (H): 0.1178, atom 38 (H): 0.1194, atom 39 (H): 0.1288, atom 40 (H): 0.1433, atom 41 (C): -0.0761, atom 42 (C): -0.1293, atom 43 (H): 0.1300, atom 44 (H): 0.1231, atom 45 (H): 0.1474, atom 46 (H): 0.1439, atom 47 (H): 0.1212, atom 48 (H): 0.1274, atom 49 (H): 0.1511, atom 50 (H): 0.1301, atom 51 (H): 0.1122, atom 52 (H): 0.1063, atom 53 (H): 0.0963, atom 54 (H): 0.0971



The following is a DFT calculation (ωB97M-V/def2-TZVPD) of the molecule C4H8N2O in a non-equilibrium geometry.

```
15
C4H8N2O, DFT ωB97M-V/def2-TZVPD
C -0.6620 0.9602 0.5792
C 0.4116 0.0670 -0.2864
C 1.6841 0.7535 -0.6915
N 1.6630 -0.3829 0.2253
C -0.7470 -0.7317 -0.7071
O -1.4843 -0.4649 -1.6248
N -1.0188 -1.7043 0.3364
H -0.2651 1.0288 1.5829
H -0.7551 1.9026 0.0460
H -1.7187 0.6367 0.7118
H 2.3219 0.6325 -1.5758
H 1.6767 1.7823 -0.3241
H 1.8471 -0.2965 1.2204
H -1.9787 -1.5905 0.6566
H -0.9749 -2.5929 -0.1489
```

## Properties
Kohn-Sham gap (eV): 10.303
Calculated total energy (a.u.): -341.873508
SMILES: C[C@@]1(C(N)=O)CN1
LUMO level (Eh): 0.0355

Löwdin analysis output, partial charges in e: atom 1 (C): 0.0034, atom 2 (C): -0.3845, atom 3 (C): -0.0783, atom 4 (N): 0.0531, atom 5 (C): -0.5218, atom 6 (O): 0.0841, atom 7 (N): 0.1019, atom 8 (H): 0.0800, atom 9 (H): 0.0854, atom 10 (H): 0.0907, atom 11 (H): 0.1058, atom 12 (H): 0.1017, atom 13 (H): 0.1042, atom 14 (H): 0.0858, atom 15 (H): 0.0883



The following is a DFT calculation (ωB97M-V/def2-TZVPD) of the ion CH3N2S2 with charge +1 in a non-equilibrium geometry.

```
8
CH3N2S2, DFT ωB97M-V/def2-TZVPD
S -1.8597 -1.7897 1.7381
C -0.6871 -1.2781 0.7242
N 0.5187 -1.1820 0.2034
N 0.7062 0.1864 -0.1713
S -0.7426 0.8744 -0.9583
H 1.4548 0.2468 -0.8883
H 1.0185 0.7618 0.6366
H -0.4088 2.1805 -1.2843
```

## Properties
Kohn-Sham gap (eV): 8.591
Total charge: +1
Calculated total energy (a.u.): -945.396402
SMILES: S=C=N[NH2+]S
LUMO level (Eh): -0.2264

Löwdin analysis output, partial charges in e: atom 1 (S): 0.8891, atom 2 (C): -0.6868, atom 3 (N): 0.0027, atom 4 (N): -0.3392, atom 5 (S): 0.8779, atom 6 (H): 0.1538, atom 7 (H): 0.1661, atom 8 (H): -0.0636



The highest calculated total energy belongs to which entry? C5H10O



Among the records above, which one has the highest calculated total energy? C5H10O



Look up the calculated total energy of the first one. -1764.835885 a.u.



calculated total energy of number 2 (C5H10O)? -271.683209 a.u.